Record 1
ORCA calculation (ωB97M-V with the def2-TZVPD basis set) on C6H10O2 in the gas phase.

Structure (SMILES)   C[C@]12C[C@@H]1OCCO2
Energy relative to the best compared isomer or geometry (same formula, charge and spin)   174.1 kcal/mol
HOMO level   -8.7089 eV

```
! wB97M-V def2-TZVPD RIJCOSX def2/J DEFGRID3
* xyz 0 1
O -0.30136 -1.11867 -0.90763
O -0.65051 1.68595 0.59440
C 0.18614 1.11639 -0.54195
C 1.63319 1.08184 -0.74836
C 1.29487 -1.09181 0.98751
C -1.47165 0.49041 0.56426
C 0.64749 -0.30537 -0.37731
C -1.58928 -0.64384 -0.64967
H -2.33379 -1.35853 -0.28667
H -2.14329 -0.26109 -1.44571
H 1.98087 -0.45557 1.67757
H 2.24589 1.24929 -1.83760
H -2.53049 0.98976 0.80129
H 2.19298 1.62302 0.17013
H 1.92541 -2.07254 0.52470
H -1.26094 -0.30759 1.48570
H 0.54740 -1.73424 1.39247
H -0.37294 1.11260 -1.40310
*
```

---

Record 2
ORCA calculation (ωB97M-V with the def2-TZVPD basis set) on C6H10O2 in the gas phase.

Structure (SMILES)   C=C(C)CCC(=O)O
Energy relative to the best compared isomer or geometry (same formula, charge and spin)   18.7 kcal/mol
HOMO level   -9.3781 eV

```
! wB97M-V def2-TZVPD RIJCOSX def2/J DEFGRID3
* xyz 0 1
O -3.36841 0.10328 0.69360
O -2.04314 0.91045 2.30563
C 1.91935 -1.01632 0.30597
C -1.11213 -0.05872 0.23233
C 1.55712 0.17224 -1.85278
C -2.12247 0.44157 1.21664
C 0.22217 0.67618 0.36069
C 1.26103 -0.09873 -0.39911
H 1.77916 -1.20866 1.36529
H -4.03791 -0.14643 1.33677
H 2.04958 -0.66357 -2.30159
H 0.65021 0.41694 -2.34240
H 2.40237 0.83690 -1.87205
H 2.56443 -1.71021 -0.18329
H 0.17084 1.66492 -0.05365
H 0.50171 0.94233 1.39426
H -1.45817 -0.08854 -0.78113
H -0.93575 -1.17362 0.57481
*
```

---

Record 3
ORCA calculation (ωB97M-V with the def2-TZVPD basis set) on a gas-phase ion, C6H10O2 (charge +1).

Energy relative to the best compared isomer or geometry (same formula, charge and spin)   22.9 kcal/mol
HOMO level (alpha / beta)   -14.0659 / -13.9032 eV

```
! wB97M-V def2-TZVPD RIJCOSX def2/J DEFGRID3
* xyz 1 2
O 0.76614 -3.60824 0.53475
O 0.31811 -3.14600 -1.58820
C -0.32492 -1.56329 0.09570
C -0.54922 1.90429 -0.00699
C 0.69644 -0.37643 -0.24883
C 0.31310 0.90570 0.34391
C 0.26138 -2.89008 -0.29964
C -0.60486 3.32820 0.69766
H -1.21212 -1.62692 -0.57399
H -0.43792 -1.64621 1.17695
H 0.99808 -0.52631 -1.29315
H -1.18675 3.40606 1.63703
H 0.91994 1.08870 1.22936
H 0.56881 -4.06032 -1.80879
H -1.26946 1.84777 -0.83928
H 1.58481 -0.71284 0.28120
H 0.37239 3.74040 0.65170
H -1.21395 3.93552 0.01060
*
```

---

Record 4
ORCA calculation (ωB97M-V with the def2-TZVPD basis set) on 2 unconnected molecules or ions with the total composition C6H10O2S.

Energy relative to the best compared isomer or geometry (same formula, charge and spin)   1.8 kcal/mol
HOMO level (alpha / beta)   -4.0535 / -10.3564 eV

```
! wB97M-V def2-TZVPD RIJCOSX def2/J DEFGRID3
* xyz 0 3
S 0.67646 3.36047 1.83044
O 1.68909 -0.37628 0.91880
O 2.40246 2.02187 0.25768
C -0.05819 -0.08157 -0.67513
C 1.08126 -0.10498 -1.65621
C -1.49402 -0.22732 -1.02593
C -0.60436 -0.08062 1.77470
C 1.63369 2.53979 0.90532
C 0.35050 -0.22535 0.56679
H -0.14074 0.45237 2.65898
H 0.76072 -0.88244 -2.34325
H 1.18269 0.79233 -2.23770
H -1.75258 -1.02060 -1.79672
H -1.37965 0.53831 1.43832
H 1.96501 -0.40940 -1.15036
H -1.14342 -1.04773 2.02357
H -2.19062 -0.38576 -0.19535
H 1.62787 -0.81945 1.71184
H -1.70938 0.76576 -1.56910
*
```

---

Record 5
ORCA calculation (ωB97M-V with the def2-TZVPD basis set) on a molecular structure, C6H10O3.

Energy relative to the best compared isomer or geometry (same formula, charge and spin)   94.0 kcal/mol
HOMO level   -10.2300 eV

```
! wB97M-V def2-TZVPD RIJCOSX def2/J DEFGRID3
* xyz 0 1
O -1.63348 -3.01683 1.84785
O -1.93692 -0.87113 0.44751
O 0.66041 -2.79127 1.76971
C 0.01623 0.85185 -0.55638
C -0.75180 -1.19346 0.70205
C 0.82202 0.79857 -2.02286
C 0.32407 -0.32511 0.31430
C 0.28164 2.15628 0.14620
C -0.51816 -2.36957 1.49580
H 0.55174 1.64632 -2.59785
H 1.95116 0.75760 -1.68745
H 1.32809 -0.92783 -0.21194
H 0.03987 2.90135 -0.60653
H 1.49946 2.43376 0.42934
H -2.51922 -2.75633 1.36585
H 0.65073 -0.26240 -2.57227
H -1.30285 0.56882 -0.74505
H 0.93447 0.24515 1.23027
H -0.39743 2.15423 1.25146
*
```

---

Record 6
ORCA calculation (ωB97M-V with the def2-TZVPD basis set) on C6H10O5S in the gas phase.

Structure (SMILES)   COC(=O)O/C(OC)=C(/S)OC
Energy relative to the best compared isomer or geometry (same formula, charge and spin)   0.0 kcal/mol
HOMO level   -7.8215 eV

```
! wB97M-V def2-TZVPD RIJCOSX def2/J DEFGRID3
* xyz 0 1
S -1.14860 2.34302 2.38562
O -0.21064 2.04663 -0.13607
O -0.40618 -1.02630 -0.61999
O 1.71739 -1.45026 -1.22773
O 0.68323 0.04009 2.71036
O 1.36940 -0.17180 0.48804
C 1.24585 -2.19902 -2.34283
C 0.60088 -1.37101 2.87247
C 0.56467 0.48566 1.42273
C 0.77376 -0.89979 -0.47498
C -0.21580 1.53516 1.11210
C -1.30659 2.85660 -0.50267
H 0.48325 -2.91581 -2.03105
H 0.81428 -1.52903 -3.09049
H -0.53520 1.69889 3.37405
H -2.22941 2.27192 -0.55149
H -1.43847 3.68097 0.20098
H 1.48242 -1.86277 2.45484
H 0.55937 -1.53998 3.94616
H -0.30089 -1.76540 2.39700
H -1.06728 3.24859 -1.48860
H 2.11490 -2.71010 -2.74758
*
```

---

Record 7
ORCA calculation (ωB97M-V with the def2-TZVPD basis set) on C6H10OS in the gas phase.

Structure (SMILES)   C[C@@H]1CSC[C@@]12CO2
Energy relative to the best compared isomer or geometry (same formula, charge and spin)   32.6 kcal/mol
HOMO level   -8.6190 eV

```
! wB97M-V def2-TZVPD RIJCOSX def2/J DEFGRID3
* xyz 0 1
S 2.27502 -0.97985 -0.70593
O 0.26256 1.28123 1.20208
C 0.29178 0.75977 -0.16412
C -0.48812 1.95597 0.13796
C 0.72149 -1.66964 0.07869
C -1.59606 -0.90122 0.56985
C -0.33640 -0.62641 -0.27908
C 1.63875 0.75843 -0.80674
H 0.48250 -2.61492 -0.36534
H -1.59650 1.91513 0.17686
H -1.94095 -1.91369 0.55241
H 2.18960 1.55883 -0.23711
H 0.94456 -1.73097 1.19269
H -0.04823 2.95137 -0.01089
H -2.43396 -0.24752 0.24455
H -0.57345 -0.75514 -1.34927
H 1.57968 1.01035 -1.84726
H -1.37227 -0.75172 1.61066
*
```

---

Record 8
ORCA calculation (ωB97M-V with the def2-TZVPD basis set) on C6H10OS in the gas phase.

Structure (SMILES)   CS/C(C)=C/C(C)=O
Energy relative to the best compared isomer or geometry (same formula, charge and spin)   28.1 kcal/mol
HOMO level   -8.6808 eV

```
! wB97M-V def2-TZVPD RIJCOSX def2/J DEFGRID3
* xyz 0 1
S -2.04388 -0.88185 1.29403
O 0.86199 3.02898 2.01759
C -1.59632 0.84539 -0.86336
C -1.68418 -2.25957 0.14399
C -0.37485 1.27766 1.37600
C 1.02492 2.66238 -0.33209
C -1.22708 0.50080 0.55256
C 0.42362 2.43587 1.03836
H 1.20702 1.68335 -0.81647
H -0.99545 0.22808 -1.56405
H -2.67336 0.65851 -1.02177
H -0.60769 -2.37513 -0.04173
H -2.07658 -3.21434 0.56372
H -0.30036 0.97341 2.40017
H -1.42330 1.89564 -1.12603
H 0.34693 3.25911 -0.96109
H 1.94675 3.20638 -0.27197
H -2.19838 -2.09098 -0.83406
*
```

---

Record 9
ORCA calculation (ωB97M-V with the def2-TZVPD basis set) on C6H10S in the gas phase.

Structure (SMILES)   C=C[C@H]1S[C@H]1CC
Energy relative to the best compared isomer or geometry (same formula, charge and spin)   37.5 kcal/mol
HOMO level   -8.8367 eV

```
! wB97M-V def2-TZVPD RIJCOSX def2/J DEFGRID3
* xyz 0 1
S -2.72674 -0.07484 -0.22533
C -0.10008 -1.38377 -0.45338
C -1.23199 0.74512 0.43823
C 1.32136 -1.43665 0.08048
C -0.27557 1.46820 -0.48854
C 0.62480 2.32135 -0.01523
C -1.12809 -0.72241 0.48948
H -0.07087 -0.78108 -1.37812
H 1.42835 -2.14680 0.88878
H -0.53278 -2.37863 -0.70987
H 0.60391 2.42015 1.10615
H -1.26635 -1.26128 1.42450
H -1.42295 1.22602 1.39414
H 2.01382 -1.73086 -0.77339
H 1.34771 2.89722 -0.52757
H 1.70847 -0.44043 0.29864
H -0.29301 1.27869 -1.54895
*
```

---

Record 10
ORCA calculation (ωB97M-V with the def2-TZVPD basis set) on a molecular structure, C6H10S.

Energy relative to the best compared isomer or geometry (same formula, charge and spin)   188.3 kcal/mol
HOMO level   -6.6711 eV

```
! wB97M-V def2-TZVPD RIJCOSX def2/J DEFGRID3
* xyz 0 1
S -1.48113 0.02100 0.01096
C 0.62861 1.32768 -0.41501
C 0.64280 -1.29147 -0.43090
C -0.34872 0.01831 1.41525
C -0.90156 1.59060 -0.39915
C -0.91047 -1.63211 -0.33597
C 0.84960 -0.04217 0.39758
H -2.89198 -0.21697 0.46028
H 1.25274 1.34696 -1.34905
H -0.52170 0.89364 2.04366
H 1.04860 -1.02876 -1.32965
H -1.33470 2.00258 -1.20759
H -1.18102 -2.21745 -1.25443
H 1.05061 2.00821 0.20621
H -0.56190 -0.85066 2.02851
H 1.03233 -2.26854 -0.18593
H 1.85102 0.08750 0.68513
*
```

---

Record 11
ORCA calculation (ωB97M-V with the def2-TZVPD basis set) on C6H10S in the gas phase.

Energy relative to the best compared isomer or geometry (same formula, charge and spin)   86.7 kcal/mol
HOMO level   -7.9259 eV

```
! wB97M-V def2-TZVPD RIJCOSX def2/J DEFGRID3
* xyz 0 1
S -2.51276 0.25943 0.37488
C -0.40839 -1.38294 -0.45858
C 1.40889 0.05275 0.14658
C 0.44418 1.09224 -0.13055
C -1.22481 -0.16625 -0.69969
C 0.62231 -1.22159 0.66361
C 0.25448 2.41566 -0.05995
H 1.76950 -0.34642 -0.75831
H 2.18868 0.35469 0.78442
H -1.45348 0.02766 -1.79086
H 1.04104 3.02661 0.11869
H -0.72923 2.81953 -0.33059
H 1.18248 -2.14912 0.78219
H -0.04117 -0.99870 1.61759
H -1.03973 -2.25306 -0.12673
H 0.19094 -1.55175 -1.47456
H -1.69294 0.02126 1.34185
*
```

---

Record 12
ORCA calculation (ωB97M-V with the def2-TZVPD basis set) on a molecular structure, C6H11B2O4Sr.

HOMO level   -11.0493 eV

```
! wB97M-V def2-TZVPD RIJCOSX def2/J DEFGRID3
* xyz 1 1
Sr 1.41753 1.00501 1.98293
O 0.18908 -1.10216 -0.87774
O 1.19319 -1.04987 3.01003
O 1.35386 -2.88461 1.29705
O -0.70812 0.97375 -1.71442
C -1.96638 1.95315 0.08207
C -0.97300 -0.66388 -0.07494
C -2.94912 2.82986 0.18850
C -0.92552 -1.35734 1.39499
C -0.75760 0.94290 -0.24753
C 1.69925 0.78533 -2.07893
B 0.59560 -1.80378 1.87126
B 0.30509 -0.11080 -1.96516
H 1.64110 1.30788 -3.12002
H 2.05251 -2.57161 0.67258
H 0.14750 1.38164 0.32972
H -1.54163 -2.34607 1.30602
H -1.39906 -0.72341 2.24015
H 1.73469 1.66549 -1.30440
H 0.11013 -0.68610 -2.99568
H -1.90389 -1.09764 -0.62110
H -3.70098 3.69421 -0.00011
H 1.72125 -0.30436 2.61107
H 2.66455 0.16243 -1.98633
*
```